Entry 1:
DFT (wB97M-V/def2-TZVPD) results for a molecular structure, C20H20BrIN2O2STl.

Results
Net charge: +3
Strongest force on any atom: 6.58 eV/Å
Gap between HOMO and LUMO: 2.45 eV
Highest occupied orbital energy: -16.20 eV

```
48
Properties=species:S:1:pos:R:3:mulliken_charge:R:1
Tl 5.40 4.58 1.69 0.79
I 4.74 -1.49 3.32 0.22
Br -0.08 -3.87 -3.10 -0.09
S 2.02 -0.52 -1.31 0.23
O -7.12 1.19 0.27 -0.54
O -1.63 -4.82 -0.96 -0.41
N -7.36 -0.46 1.91 -0.50
N 0.47 2.13 -1.90 -0.12
C -2.22 -1.18 -0.29 -0.40
C 1.99 3.80 -0.62 -0.93
C -5.24 -0.51 0.33 -0.67
C 2.62 1.13 -0.69 0.40
C -0.40 1.08 -1.39 0.36
C -1.92 1.37 -1.20 -0.93
C 1.68 2.35 -1.08 0.35
C -0.10 -2.98 -0.13 0.12
C -6.62 0.15 0.79 0.27
C -2.84 0.25 -0.63 0.34
C 4.25 2.76 0.65 -0.35
C -0.74 -4.00 -1.22 0.48
C 3.92 1.28 0.17 0.75
C 4.06 -1.18 1.28 -0.45
C 4.86 0.05 0.55 -0.69
C 3.27 3.98 0.27 -0.73
C 0.19 -0.37 -1.04 0.70
C -4.38 0.64 -0.42 -0.47
C -0.70 -1.53 -0.49 -0.27
C 4.26 -2.57 0.44 -0.96
H 3.28 -3.15 0.32 0.12
H -0.40 -3.30 0.93 0.41
H -8.36 -0.33 1.69 0.32
H 5.03 -3.21 1.02 0.44
H -4.86 0.94 -1.42 0.44
H 5.21 2.91 1.30 0.38
H -4.42 1.57 0.28 0.46
H 4.70 -2.33 -0.59 0.28
H 1.04 -2.94 -0.21 -0.23
H -7.18 -1.48 1.96 0.28
H -4.65 -0.82 1.27 0.39
H -0.03 3.00 -2.12 0.39
H -2.87 -2.02 0.15 0.43
H 3.47 5.06 0.63 0.16
H -2.37 2.38 -1.47 0.33
H 5.61 0.43 1.34 0.35
H 2.94 -0.89 1.28 0.42
H 1.31 4.67 -0.88 0.31
H -5.35 -1.45 -0.32 0.41
H 5.50 -0.32 -0.33 0.40
```

***

Entry 2:
DFT (wB97M-V/def2-TZVPD) results for 2 unconnected molecules or ions with the total composition CH6OSi.

Results
Strongest force on any atom: 4.25 eV/Å
Gap between HOMO and LUMO (spin up / spin down): 9.37 / 9.37 eV
Highest occupied orbital energy (spin up / spin down): -9.05 / -9.05 eV

```
9
Properties=species:S:1:pos:R:3:nbo_charge:R:1
Si 1.43 -0.20 -0.02 1.20
O -0.18 -0.15 0.36 -0.89
C -1.22 -0.88 -0.19 -0.01
H 1.52 -0.67 -1.44 -0.18
H 1.88 1.12 0.30 -0.18
H -1.14 -1.99 -0.10 0.18
H -0.80 -0.71 -2.11 -0.11
H 2.08 -1.38 0.73 -0.20
H -2.16 -0.39 -0.09 0.18
```

***

Entry 3:
DFT (wB97M-V/def2-TZVPD) results for a molecular structure, C15H20Cl2N2PtSe.

Results
2S+1: 5
Strongest force on any atom: 3.69 eV/Å
Gap between HOMO and LUMO (spin up / spin down): 5.90 / 6.29 eV
Highest occupied orbital energy (spin up / spin down): -5.75 / -8.68 eV

```
41
Properties=species:S:1:pos:R:3:mulliken_spin:R:1
Pt -1.06 0.46 0.40 1.54
Se 0.97 1.85 0.74 0.20
Cl -2.20 1.85 1.90 0.40
Cl 0.06 -1.25 -0.75 0.32
N 2.46 -0.29 2.00 0.02
N 2.89 -0.11 -0.13 0.03
C 3.72 -1.12 0.36 0.01
C 4.86 -1.67 -0.22 0.00
C -2.26 0.72 -1.31 0.66
C -2.34 -0.98 0.74 0.64
C -5.02 1.48 -0.69 0.02
C 4.37 -1.82 2.60 0.00
C -4.40 0.26 0.01 0.04
C -3.09 -0.26 -0.61 -0.04
C -2.95 1.93 -1.91 -0.01
C 3.47 -1.22 1.73 -0.01
C 5.76 -2.32 0.64 0.01
C -3.98 2.56 -0.98 0.02
C 2.16 0.42 0.88 0.03
C 2.79 0.24 -1.54 0.00
C 5.52 -2.39 2.02 0.00
H -3.45 1.55 -2.78 0.02
H 6.67 -2.76 0.23 0.00
H -5.49 1.13 -1.62 -0.01
H 4.16 -1.82 3.66 0.00
H -2.99 -0.91 1.60 0.01
H 2.06 1.04 -1.64 0.01
H 5.01 -1.56 -1.30 0.00
H -2.05 -1.99 0.43 -0.01
H -5.09 -0.58 0.08 -0.01
H -3.24 -1.17 -1.22 0.07
H -5.81 1.86 -0.03 0.00
H 3.77 0.56 -1.90 0.00
H -1.54 0.31 -2.07 0.02
H 2.46 -0.63 -2.12 -0.01
H -4.14 0.60 1.02 0.01
H -3.52 2.90 -0.05 0.00
H 6.25 -2.88 2.66 0.00
H -4.51 3.43 -1.41 0.00
H 2.03 -0.13 2.91 0.00
H -2.31 2.71 -2.32 0.01
```

***

Entry 4:
DFT (wB97M-V/def2-TZVPD) results for a molecular structure, CH2CrF3NO4S.

Results
2S+1: 4
Net charge: +1
Strongest force on any atom: 5.79 eV/Å
Gap between HOMO and LUMO (spin up / spin down): 7.21 / 6.93 eV
Highest occupied orbital energy (spin up / spin down): -14.95 / -14.33 eV

```
13
Properties=species:S:1:pos:R:3:mulliken_spin:R:1
Cr 1.55 0.96 -0.36 2.72
S -0.75 -0.09 0.61 -0.03
F -2.86 1.48 0.94 0.00
F -2.12 1.39 -1.09 0.00
F -3.21 -0.28 -0.27 0.00
O 0.06 1.14 0.95 0.01
O 1.14 -1.53 -0.38 0.17
O 3.27 -0.16 -0.72 -0.07
O -1.19 -0.95 1.70 0.01
N 0.02 -0.75 -0.61 0.16
C -2.35 0.69 0.01 0.01
H 2.44 -1.56 -0.66 0.02
H 4.00 -0.35 -0.12 0.00
```

***

Entry 5:
DFT (wB97M-V/def2-TZVPD) results for 2 unconnected molecules or ions with the total composition C4H10N2O2.

Results
SMILES: CC(=O)O.N/C=C/N
Strongest force on any atom: 0.91 eV/Å
Gap between HOMO and LUMO: 8.66 eV
Highest occupied orbital energy: -7.75 eV

```
18
Properties=species:S:1:pos:R:3:nbo_charge:R:1
O 1.25 -1.00 1.25 -0.73
O 1.75 -0.32 -0.83 -0.62
N -2.82 0.91 -1.01 -0.81
N 0.24 1.64 1.00 -0.85
C -1.12 1.51 0.59 -0.11
C 1.33 -1.16 -0.08 0.81
C 0.85 -2.53 -0.51 -0.72
C -1.49 1.03 -0.60 -0.07
H 1.53 -3.29 -0.13 0.24
H -0.17 -2.67 -0.15 0.23
H 0.84 1.95 0.24 0.39
H -1.86 1.82 1.31 0.18
H -0.72 0.75 -1.31 0.20
H 0.35 2.29 1.77 0.38
H -3.48 0.87 -0.25 0.36
H -3.00 0.12 -1.60 0.37
H 0.81 -2.56 -1.60 0.23
H 1.00 -0.03 1.41 0.52
```

***

Entry 6:
DFT (wB97M-V/def2-TZVPD) results for a molecular structure, C4H6OS2.

Results
Strongest force on any atom: 7.02 eV/Å
Gap between HOMO and LUMO: 8.76 eV
Highest occupied orbital energy: -8.49 eV

```
13
Properties=species:S:1:pos:R:3:nbo_charge:R:1
S -1.44 0.70 -0.95 0.21
S -0.46 -1.24 1.11 0.27
O 2.51 -0.30 -0.67 -0.66
C 1.47 0.39 -0.25 0.11
C -2.02 -0.14 0.64 -0.67
C 0.45 0.10 0.70 -0.44
C 0.21 0.13 -0.89 -0.43
H 2.13 -1.10 -1.52 0.47
H -2.14 0.81 1.36 0.24
H 0.21 -1.00 -1.12 0.21
H 1.79 1.43 0.15 0.21
H -2.89 -0.82 0.27 0.26
H 0.18 1.02 1.16 0.22
```

***

Entry 7:
DFT (wB97M-V/def2-TZVPD) results for a molecular structure, C10H13NO.

Results
Strongest force on any atom: 6.61 eV/Å
Gap between HOMO and LUMO: 8.96 eV
Highest occupied orbital energy: -8.50 eV

```
25
Properties=species:S:1:pos:R:3:nbo_charge:R:1
O 2.86 1.62 -0.85 -0.63
N -1.22 1.31 1.62 -0.77
C 0.21 -0.92 -0.43 -0.02
C -2.24 0.25 -0.54 -0.21
C -1.84 1.61 0.33 -0.25
C 2.29 0.57 -0.39 0.33
C 2.24 -1.61 0.69 -0.13
C 2.92 -0.32 0.53 -0.31
C -1.21 -0.91 -0.87 -0.28
C -2.58 -1.19 -0.19 -0.43
C 0.80 -1.67 0.46 -0.26
C 0.95 0.27 -0.76 -0.31
H -0.48 2.64 1.92 0.29
H -1.19 2.27 -0.39 0.18
H -2.76 0.41 -1.40 0.20
H -1.21 -1.25 -1.93 0.22
H -0.32 0.52 1.11 0.38
H 2.66 -2.42 1.21 0.21
H 0.38 -2.60 0.80 0.21
H 0.80 0.82 -1.69 0.22
H -3.55 -1.28 -1.03 0.24
H 3.78 1.62 -0.43 0.49
H 3.87 -0.28 0.85 0.20
H -2.41 -1.75 0.86 0.25
H -2.73 2.27 0.52 0.19
```

***

Entry 8:
DFT (wB97M-V/def2-TZVPD) results for a molecular structure, C3H5Cl4FNO7S3.

Results
Net charge: -1
Strongest force on any atom: 0.81 eV/Å
Gap between HOMO and LUMO: 9.24 eV
Highest occupied orbital energy: -6.95 eV

```
24
Properties=species:S:1:pos:R:3:nbo_charge:R:1
Cl -3.86 2.48 3.31 0.04
Cl -4.19 1.27 0.71 0.09
Cl -3.14 3.94 0.93 0.07
Cl -5.92 3.44 1.53 0.02
S 0.06 0.34 0.09 2.31
S 2.78 1.08 -0.07 2.15
S 3.36 -0.83 -1.01 2.04
F 4.89 -0.49 -1.29 -0.50
O 2.78 -1.05 -2.30 -0.92
O -0.01 0.50 -1.34 -0.96
O -1.60 -2.11 -1.13 -0.73
O 2.72 1.95 -1.21 -0.91
O -0.98 0.93 0.89 -0.97
O 3.88 1.22 0.84 -0.93
O 3.37 -1.88 -0.04 -0.94
N 1.47 0.84 0.73 -1.21
C -4.27 2.78 1.61 -0.22
C 0.03 -1.43 0.47 -0.70
C -0.23 -2.29 -0.75 -0.07
H -0.79 -1.56 1.17 0.25
H 0.43 -2.02 -1.57 0.21
H -0.08 -3.34 -0.46 0.16
H 0.96 -1.68 0.97 0.26
H -1.64 -2.08 -2.09 0.47
```